(1)
Here is an isolated molecule of C5H8N4 at a distorted geometry from the OMol25 dataset. Energies are from ωB97M-V/def2-TZVPD.

Structure (ORCA input):
```
! wB97M-V def2-TZVPD RIJCOSX def2/J DEFGRID3
* xyz 0 1
C 1.35822 -1.54464 2.39007
N 0.68091 -0.43265 1.81606
C 0.36343 -0.43733 0.60394
N -0.29501 0.62509 0.02075
N -0.65557 1.73760 0.69000
C -1.24066 2.47161 -0.21258
N -1.28793 1.90638 -1.44394
C -0.69397 0.75284 -1.28566
C -0.47694 -0.26109 -2.34087
H 2.29935 -1.18762 2.80929
H 1.55592 -2.35845 1.67791
H 0.75236 -1.92003 3.21542
H 0.56688 -1.25765 -0.10171
H -1.65004 3.43792 -0.00296
H 0.58743 -0.42652 -2.50352
H -0.94148 -1.20849 -2.07057
H -0.92291 0.10304 -3.26164
*
```

The calculation puts the LUMO energy at 0.80 eV. The value obtained for the energy above the lowest of the compared OMol25 structures with the same formula, charge and spin is 2.1 kcal/mol. The largest force on an atom comes out at 1.58 eV/A. Its gap between HOMO and LUMO is 10.4 eV.

---

(2)
Here is a structure of composition C6H4HgN5O5 at a distorted geometry from the OMol25 dataset. Energies are from ωB97M-V/def2-TZVPD.

Structure (ORCA input):
```
! wB97M-V def2-TZVPD RIJCOSX def2/J DEFGRID3
* xyz 1 1
O 0.02006 0.09029 -4.66538
C 0.32006 0.08355 -3.45302
Hg -0.23057 0.10837 -1.47772
O 3.07421 -0.05101 -3.50627
C 2.12116 0.00858 -2.86424
C -2.40293 -0.08072 -0.09649
O -3.15776 0.01759 0.75246
C -0.49801 -2.71786 -1.49899
O -0.66510 -3.74971 -1.12783
C -0.73442 2.88603 -1.53115
O -0.94002 3.97142 -1.34057
H -2.24892 0.02991 -1.57750
N 0.01284 -0.74999 3.98933
N 0.23824 -0.14029 2.74432
N 1.47591 0.36531 2.57870
C 1.56602 0.45746 1.26087
N 0.44211 0.13145 0.63100
N -0.36479 -0.41122 1.55759
H -0.98343 -0.72672 4.13066
H 0.53627 -0.31256 4.75786
H 2.41906 0.79015 0.73636
*
```

The calculation puts the LUMO energy (spin up / spin down) at -4.58 / -4.74 eV. The value obtained for the energy above the lowest of the compared OMol25 structures with the same formula, charge and spin is 131.8 kcal/mol. The largest force on an atom comes out at 8.68 eV/A. Its gap between HOMO and LUMO (spin up / spin down) is 6.5 / 7.4 eV.

---

(3)
Here is a structure of composition CH2F3NO at a distorted geometry from the OMol25 dataset. Energies are from ωB97M-V/def2-TZVPD.

Structure (ORCA input):
```
! wB97M-V def2-TZVPD RIJCOSX def2/J DEFGRID3
* xyz 0 1
C 0.44073 -0.17736 0.01849
N -0.99715 0.12294 0.99897
O 0.05740 0.50334 -0.94500
F 0.53543 -1.52164 -0.07486
F 1.49017 0.26506 0.71969
F 1.22596 0.55188 -2.10951
H -1.44539 -0.73866 0.76254
H -1.30715 0.99443 0.62968
*
```

The calculation puts the LUMO energy (spin up / spin down) at -2.81 / -2.42 eV. The value obtained for the energy above the lowest of the compared OMol25 structures with the same formula, charge and spin is 78.7 kcal/mol. The largest force on an atom comes out at 6.31 eV/A. Its gap between HOMO and LUMO (spin up / spin down) is 8.7 / 9.3 eV.

---

(4)
Here is an isolated molecule of C4H8O3 from the OMol25 dataset. Energies are from ωB97M-V/def2-TZVPD.

Structure (ORCA input):
```
! wB97M-V def2-TZVPD RIJCOSX def2/J DEFGRID3
* xyz 0 1
C 0.78905 1.07191 -1.10302
C 0.36770 0.79532 0.33129
O -0.80382 1.52981 0.56876
C 0.10241 -0.70820 0.63806
O -0.78155 -0.80758 1.72510
C -0.46003 -1.48730 -0.53115
O -1.53635 -2.03663 -0.45822
H 1.06830 2.12381 -1.20426
H 1.63939 0.45534 -1.41542
H -0.05717 0.88899 -1.77451
H 1.17160 1.11631 1.01415
H -1.19359 1.13379 1.36519
H 1.06474 -1.18402 0.88882
H -1.54047 -1.32193 1.39031
H 0.16979 -1.56963 -1.43511
*
```

The calculation puts the LUMO energy at 0.73 eV. The value obtained for the energy above the lowest of the compared OMol25 structures with the same formula, charge and spin is 32.2 kcal/mol. The largest force on an atom comes out at 0.51 eV/A. Its gap between HOMO and LUMO is 11.0 eV.

---

(5)
Here is a structure of composition C20H28CaMnN4O10 at a distorted geometry from the OMol25 dataset. Energies are from ωB97M-V/def2-TZVPD.

Structure (ORCA input):
```
! wB97M-V def2-TZVPD RIJCOSX def2/J DEFGRID3
* xyz 3 7
Ca 2.22555 23.01338 5.35919
Mn 1.65057 25.76878 2.85207
O 2.72613 24.27572 3.52276
H 3.63016 24.03262 3.24316
N -0.66471 23.79881 3.54018
O -1.83815 23.56212 3.36635
O 0.06737 23.17147 4.33857
O -0.12277 24.76783 3.03342
C -0.25839 23.21010 11.44462
C 0.33836 22.13833 10.50417
C -0.63032 21.00794 10.12266
O -0.70566 21.23414 8.70000
C 0.20592 22.11868 8.28331
O 0.45916 22.31232 7.09035
O 0.72857 22.70834 9.31208
H 0.41288 24.06459 11.53029
H -0.56527 22.83061 12.41925
H -1.21440 23.57247 11.06670
H 1.16394 21.67693 11.04606
H -1.65158 21.03708 10.50252
H -0.30876 19.98249 10.30475
C -1.43349 28.68208 5.72079
C -2.33543 27.53799 6.14819
C -2.18304 26.20230 5.37265
O -2.01929 25.24576 6.38963
C -1.86546 25.79571 7.52972
O -1.62615 25.15449 8.54133
O -2.07754 27.13951 7.45401
H -0.39362 28.40261 5.89005
H -1.53681 29.52964 6.39835
H -1.54392 28.87577 4.65384
H -3.29571 27.98878 5.89767
H -1.27552 26.15844 4.77050
H -3.07643 25.87845 4.83872
N 1.51959 20.11473 5.49661
C 1.39585 20.65411 4.22812
C 2.65519 20.95878 3.78254
C 3.57246 20.77516 4.80166
C 2.82328 20.16760 5.85218
H 0.84478 19.56586 6.00989
H 0.42025 20.64476 3.76494
H 2.87395 21.29615 2.78018
H 4.61964 21.03939 4.79676
H 3.08979 19.74979 6.81176
N -3.92817 24.98404 2.02724
C -5.27717 25.23108 2.14826
C -5.63110 26.22064 1.19473
C -4.45855 26.57168 0.49150
C -3.43511 25.78461 1.06083
H -3.39853 24.29979 2.54818
H -5.85292 24.64085 2.84578
H -6.57571 26.63273 0.87180
H -4.31660 27.26529 -0.32406
H -2.39508 25.74085 0.77305
N -3.96802 22.28009 5.00890
C -3.84140 22.11245 6.38033
C -5.08621 21.67670 6.90589
C -6.00066 21.62489 5.85481
C -5.28966 21.98394 4.69939
H -3.19001 22.53503 4.41747
H -2.91242 22.29880 6.89864
H -5.30137 21.39656 7.92650
H -7.04741 21.36661 5.91794
H -5.67734 22.03639 3.69273
*
```

The calculation puts the LUMO energy (spin up / spin down) at -10.72 / -10.95 eV. The expectation value of S² is 12.016. The largest force on an atom comes out at 4.73 eV/A. Its gap between HOMO and LUMO (spin up / spin down) is 3.3 / 3.1 eV.

---

(6)
Here is a structure of composition C28H30N4Ni at a distorted geometry from the OMol25 dataset. Energies are from ωB97M-V/def2-TZVPD.

Structure (ORCA input):
```
! wB97M-V def2-TZVPD RIJCOSX def2/J DEFGRID3
* xyz 0 3
Ni 9.14256 10.91065 8.01704
C 11.91673 10.43860 9.25599
N 11.43105 11.30329 8.15821
C 12.18557 11.05121 6.90874
C 11.49111 12.69861 8.51473
C 12.69370 13.37922 8.73523
C 12.66690 14.75664 9.04590
C 11.44698 15.40458 9.24770
C 10.24279 14.72567 9.01559
C 10.26020 13.39461 8.55917
N 9.16688 12.78410 7.96450
C 8.06109 13.46574 7.50734
C 8.05185 14.80233 7.03072
C 6.86980 15.43246 6.62131
C 5.62207 14.76909 6.70376
C 5.66666 13.38032 7.04294
C 6.85142 12.74584 7.36432
N 6.92992 11.31199 7.59150
C 6.58895 10.58938 6.33276
C 6.04588 10.95250 8.68204
H 13.00014 10.51766 9.40971
H 11.71918 9.40142 9.00959
H 11.42052 10.65604 10.19912
H 13.25521 11.20932 7.09647
H 11.81930 11.73276 6.15866
H 12.04161 9.99395 6.62430
H 13.63920 12.87550 8.55037
H 13.62223 15.32117 9.16950
H 11.39001 16.44176 9.61034
H 9.27012 15.21151 9.11201
H 8.99961 15.34644 6.93857
H 6.97000 16.40453 6.09498
H 4.67647 15.27906 6.56169
H 4.76774 12.75939 6.98463
H 5.51993 10.65668 6.08038
H 6.78387 9.51146 6.40044
H 7.11226 11.04872 5.46915
H 4.97705 11.01931 8.41402
H 6.27857 11.58981 9.53036
H 6.21703 9.89913 8.98662
C 11.60905 6.99653 5.11444
C 11.73844 6.66240 6.45137
C 10.87699 7.22414 7.40168
C 10.00226 8.26594 7.00592
C 9.89811 8.62151 5.64523
C 10.70655 8.00430 4.73493
N 9.19701 8.95314 7.92660
C 8.41589 8.24018 8.80209
C 7.52232 7.29093 8.26711
C 6.52628 6.72528 9.05652
C 6.43150 7.01908 10.43574
C 7.39389 7.88503 10.99391
C 8.36728 8.48282 10.19808
H 12.24722 6.48748 4.35962
H 12.47574 5.89321 6.79120
H 10.84098 6.88086 8.42914
H 9.20611 9.40564 5.42860
H 10.62515 8.32003 3.68899
H 7.64463 7.06501 7.20458
H 5.81083 6.03290 8.58715
H 5.60730 6.58190 11.00262
H 7.35559 8.09934 12.06449
H 9.08128 9.16941 10.60624
*
```

The calculation puts the LUMO energy (spin up / spin down) at 0.70 / -0.16 eV. The expectation value of S² is 2.009. The largest force on an atom comes out at 1.80 eV/A. Its gap between HOMO and LUMO (spin up / spin down) is 7.8 / 6.8 eV.

---

- What is the formula in the sixth record?
  C28H30N4Ni